Entry 1:
Density functional theory data (ωB97M-V with the def2-TZVPD basis set) for a structure of composition C49H49ClCoN4O2P2Si in a non-equilibrium geometry.

E_LUMO (alpha / beta) = 4.03 / 4.03 eV
Relative energy (zero: lowest compared OMol25 entry of this formula, charge and spin) = 1.238 eV
Molecular weight = 910.4 g/mol
Charge = -2
2S+1 = 2
Total energy = -5081.37106 hartree
Expectation value of S² = 0.77
Orbital gap (alpha / beta) = 5.18 / 5.27 eV

Geometry (Å):
Co (-1.985, 0.797, 0.735)
O (-4.015, 1.009, 1.398)
C (-4.408, 1.792, 2.301)
C (-5.616, 1.530, 3.032)
C (-6.101, 2.397, 3.976)
C (-5.429, 3.598, 4.266)
C (-4.253, 3.879, 3.599)
C (-3.704, 3.011, 2.646)
C (-2.437, 3.375, 2.048)
N (-1.710, 2.666, 1.273)
N (-0.568, 3.320, 0.816)
C (0.136, 2.631, -0.057)
O (-0.135, 1.465, -0.484)
C (1.329, 3.352, -0.595)
C (1.801, 3.073, -1.872)
C (2.917, 3.729, -2.377)
C (3.579, 4.678, -1.613)
C (3.101, 4.979, -0.343)
C (1.982, 4.328, 0.158)
H (-6.140, 0.608, 2.803)
H (-7.017, 2.158, 4.508)
H (-5.820, 4.287, 5.005)
H (-3.713, 4.797, 3.821)
H (-2.042, 4.365, 2.291)
H (1.262, 2.354, -2.479)
H (3.271, 3.507, -3.378)
H (4.458, 5.179, -2.004)
H (3.606, 5.724, 0.262)
H (1.595, 4.548, 1.144)
C (-2.885, 3.590, -1.602)
C (-2.994, 2.143, -1.996)
C (-3.434, 1.798, -3.267)
C (-3.603, 0.443, -3.567)
C (-3.383, -0.506, -2.602)
C (-2.960, -0.099, -1.301)
N (-2.732, 1.225, -1.074)
N (-2.765, -0.896, -0.229)
Si (-3.798, -2.243, -0.033)
C (-3.543, -3.712, -1.251)
C (-3.762, -3.170, 1.597)
C (-5.593, -1.694, -0.294)
H (-3.724, 3.843, -0.949)
H (-2.918, 4.232, -2.484)
H (-1.969, 3.788, -1.048)
H (-3.657, 2.563, -4.001)
H (-3.931, 0.144, -4.558)
H (-3.539, -1.554, -2.812)
H (-2.950, -4.503, -0.776)
H (-3.035, -3.439, -2.179)
H (-4.513, -4.146, -1.518)
H (-2.755, -3.509, 1.859)
H (-4.410, -4.050, 1.499)
H (-4.124, -2.557, 2.424)
H (-5.849, -1.622, -1.356)
H (-5.706, -0.697, 0.145)
H (-6.311, -2.368, 0.185)
C (2.150, 0.073, 0.627)
P (0.431, -0.720, 0.479)
C (0.531, -1.429, -1.218)
C (-0.226, -2.558, -1.546)
C (-0.167, -3.126, -2.811)
C (0.601, -2.542, -3.808)
C (1.281, -1.366, -3.526)
C (1.247, -0.821, -2.250)
C (0.825, -2.193, 1.593)
C (0.462, -3.532, 1.439)
C (0.707, -4.476, 2.431)
C (1.322, -4.114, 3.619)
C (1.658, -2.779, 3.813)
C (1.396, -1.847, 2.826)
P (3.653, -0.956, 0.975)
C (5.006, 0.265, 0.691)
C (4.858, 1.625, 0.436)
C (5.977, 2.433, 0.241)
C (7.255, 1.905, 0.311)
C (7.417, 0.553, 0.599)
C (6.304, -0.249, 0.794)
C (3.831, -1.913, -0.591)
C (3.507, -3.268, -0.566)
C (3.686, -4.063, -1.692)
C (4.234, -3.524, -2.846)
C (4.596, -2.184, -2.868)
C (4.397, -1.386, -1.752)
H (2.088, 0.797, 1.445)
H (2.325, 0.635, -0.287)
H (-0.914, -2.956, -0.818)
H (-0.741, -4.021, -3.026)
H (0.650, -2.986, -4.796)
H (1.845, -0.865, -4.307)
H (1.768, 0.109, -2.073)
H (-0.011, -3.876, 0.531)
H (0.408, -5.507, 2.275)
H (1.523, -4.854, 4.385)
H (2.117, -2.463, 4.742)
H (1.616, -0.808, 3.041)
H (3.871, 2.070, 0.376)
H (5.840, 3.487, 0.027)
H (8.119, 2.537, 0.144)
H (8.412, 0.130, 0.669)
H (6.426, -1.304, 1.018)
H (3.091, -3.692, 0.342)
H (3.398, -5.107, -1.669)
H (4.376, -4.144, -3.723)
H (5.032, -1.757, -3.765)
H (4.679, -0.339, -1.782)
Cl (-1.854, -1.219, 3.273)
C (-1.522, 0.460, 2.656)
H (-0.466, 0.643, 2.906)
H (-2.116, 1.083, 3.325)

These are the Mulliken partial charges, in e, on atoms 1 to 99: Co 0.11; O -0.12; C 0.11; C -1.19; C -0.40; C -0.75; C -0.51; C 0.88; C -0.82; N 1.69; N -1.09; C -0.52; O -0.48; C 0.19; C 0.12; C -0.89; C -0.40; C -0.83; C -0.21; H 0.33; H 0.38; H 0.33; H 0.31; H 0.11; H 0.44; H 0.40; H 0.41; H 0.34; H 0.43; C -1.26; C 0.67; C -1.09; C -0.73; C -1.04; C 0.26; N 1.18; N 0.49; Si 0.85; C -1.49; C -1.30; C -1.14; H 0.19; H 0.42; H 0.18; H 0.36; H 0.41; H 0.29; H 0.34; H 0.23; H 0.47; H 0.27; H 0.33; H 0.26; H 0.28; H 0.16; H 0.39; C -1.45; P 1.13; C 1.60; C -0.41; C -0.86; C -1.17; C -0.73; C -0.51; C 1.47; C -0.68; C -0.69; C -0.74; C -0.90; C -0.17; P -0.05; C -0.20; C 0.34; C -0.46; C -0.58; C -0.58; C -0.30; C 0.10; C -0.30; C -0.54; C -0.50; C -0.62; C 0.00; H 1.08; H -0.06; H -0.47; H 0.42; H 0.36; H 0.43; H 0.26; H 0.44; H 0.39; H 0.31; H 0.41; H 0.26; H 0.17; H 0.37; H 0.36; H 0.37


Entry 2:
Density functional theory data (ωB97M-V with the def2-TZVPD basis set) for a structure of composition C49H49N5OP2Pt.

E_LUMO = -13.09 eV
Relative energy (zero: lowest compared OMol25 entry of this formula, charge and spin) = 0.000 eV
Molecular weight = 981.0 g/mol
Charge = +4
2S+1 = 1
Total energy = -3046.30682 hartree
Orbital gap = 5.09 eV

Geometry (Å):
Pt (-0.245, -0.480, 1.250)
N (0.343, 1.195, 2.396)
C (0.837, 1.026, 3.801)
C (1.703, -0.207, 3.872)
N (1.060, -1.347, 3.179)
C (0.184, -2.111, 4.114)
C (-1.191, -1.495, 4.179)
N (-1.671, -1.414, 2.788)
H (-0.495, 1.778, 2.438)
H (1.002, 1.753, 1.856)
H (1.416, 1.903, 4.089)
H (-0.036, 0.993, 4.446)
H (2.641, 0.006, 3.381)
H (1.940, -0.458, 4.908)
H (1.809, -1.973, 2.894)
H (0.120, -3.147, 3.770)
H (0.629, -2.135, 5.110)
H (-1.852, -2.136, 4.768)
H (-1.205, -0.513, 4.643)
H (-1.634, -2.373, 2.459)
H (-2.650, -1.143, 2.744)
C (1.314, 3.940, -4.301)
C (0.884, 2.479, -4.098)
C (0.739, 1.781, -5.463)
C (1.938, 1.735, -3.280)
C (3.272, 1.658, -3.669)
C (4.223, 0.953, -2.933)
C (3.861, 0.273, -1.785)
C (2.516, 0.301, -1.384)
P (2.033, -0.673, 0.051)
C (3.337, -0.317, 1.202)
C (4.062, -1.335, 1.831)
C (5.117, -1.005, 2.671)
C (5.452, 0.329, 2.876)
C (4.751, 1.345, 2.227)
C (3.697, 1.027, 1.390)
C (2.087, -2.423, -0.391)
C (1.669, -3.447, 0.469)
C (1.835, -4.775, 0.121)
C (2.417, -5.107, -1.100)
C (2.807, -4.104, -1.974)
C (2.637, -2.769, -1.631)
C (1.618, 1.060, -2.114)
O (0.379, 1.083, -1.554)
C (-0.630, 1.740, -2.189)
C (-1.819, 1.684, -1.489)
C (-2.934, 2.375, -1.980)
C (-2.809, 3.064, -3.173)
C (-1.592, 3.088, -3.853)
C (-0.461, 2.434, -3.374)
P (-1.965, 0.974, 0.160)
C (-2.109, 2.447, 1.179)
C (-1.169, 3.460, 0.901)
C (-1.222, 4.667, 1.571)
C (-2.215, 4.888, 2.524)
C (-3.156, 3.904, 2.793)
C (-3.107, 2.683, 2.134)
C (-3.450, -0.031, 0.142)
C (-4.186, -0.339, 1.298)
C (-5.310, -1.141, 1.228)
C (-5.720, -1.654, -0.001)
C (-5.008, -1.352, -1.151)
C (-3.874, -0.554, -1.087)
H (2.264, 3.992, -4.832)
H (1.423, 4.464, -3.351)
H (0.584, 4.476, -4.907)
H (1.683, 1.804, -6.007)
H (-0.004, 2.292, -6.075)
H (0.433, 0.740, -5.347)
H (3.589, 2.168, -4.571)
H (5.252, 0.931, -3.266)
H (4.601, -0.283, -1.224)
H (3.835, -2.376, 1.637)
H (5.694, -1.787, 3.146)
H (6.282, 0.579, 3.523)
H (5.049, 2.376, 2.361)
H (3.185, 1.815, 0.845)
H (1.176, -3.223, 1.405)
H (1.517, -5.556, 0.798)
H (2.558, -6.146, -1.368)
H (3.253, -4.356, -2.927)
H (2.947, -2.008, -2.333)
H (-3.872, 2.385, -1.439)
H (-3.659, 3.598, -3.573)
H (-1.527, 3.646, -4.778)
H (-0.426, 3.316, 0.122)
H (-0.513, 5.449, 1.335)
H (-2.267, 5.838, 3.038)
H (-3.949, 4.093, 3.504)
H (-3.887, 1.965, 2.325)
H (-3.913, 0.095, 2.250)
H (-5.886, -1.353, 2.119)
H (-6.603, -2.279, -0.056)
H (-5.341, -1.732, -2.108)
H (-3.332, -0.331, -1.996)
N (-4.608, -4.936, -0.006)
C (-3.707, -4.348, -0.407)
C (-2.575, -3.571, -0.825)
C (-2.053, -3.622, -2.111)
C (-1.015, -2.759, -2.408)
C (-0.518, -1.918, -1.433)
N (-0.980, -1.894, -0.164)
C (-2.023, -2.701, 0.099)
H (-2.465, -4.295, -2.852)
H (-0.583, -2.730, -3.398)
H (0.271, -1.237, -1.680)
H (-2.499, -2.647, 1.055)

These are the Mulliken partial charges, in e, on atoms 1 to 99: Pt 5.56; N -0.99; C -0.97; C 0.33; N -0.73; C -0.70; C -0.89; N -0.85; H -0.03; H 0.36; H 0.61; H 0.22; H -0.49; H 0.59; H 0.20; H 0.46; H 0.50; H 0.55; H 0.36; H 0.21; H -0.05; C -1.72; C 1.23; C -1.66; C 0.92; C -0.31; C -1.64; C -0.24; C -0.06; P 0.86; C 1.03; C -0.22; C -0.93; C -0.78; C -0.93; C -0.52; C 1.16; C -0.65; C -0.88; C -0.89; C -0.87; C -0.94; C -0.74; O -0.10; C -1.00; C -0.18; C 0.01; C -1.67; C -0.23; C 0.74; P 1.97; C 0.06; C -0.08; C -0.87; C -0.75; C -0.90; C -0.68; C 1.58; C -1.03; C -1.19; C -0.58; C -1.21; C -0.92; H 0.43; H 0.37; H 0.44; H 0.43; H 0.45; H 0.34; H 0.55; H 0.49; H 0.66; H 0.44; H 0.55; H 0.49; H 0.55; H 0.55; H 0.18; H 0.54; H 0.50; H 0.52; H 0.41; H 0.69; H 0.51; H 0.55; H 0.61; H 0.55; H 0.48; H 0.53; H 0.42; H 0.25; H 0.51; H 0.52; H 0.52; H 0.65; N -0.41; C -0.59; C -0.29; C -0.51